The following is a DFT calculation (wB97M-V/def2-TZVPD) of a 5-piece molecular cluster, C2H12O5 overall at a distorted geometry.

```
19
Properties=species:S:1:pos:R:3:mulliken_charge:R:1
C -1.565 -1.217 -0.179 -0.647
C -0.632 -1.840 -0.911 -0.015
O 0.171 -2.888 -0.616 -0.477
H -2.226 -0.595 -0.756 0.196
H -1.707 -1.410 0.878 0.345
H -0.812 -1.608 -1.961 0.243
H 0.835 -2.927 -1.316 0.353
O 0.257 1.376 -1.355 -0.591
H 0.600 2.262 -1.141 0.284
H 0.934 0.982 -0.743 0.321
O 1.049 2.686 -5.060 -0.617
H 0.931 3.236 -5.829 0.309
H 1.600 3.214 -4.496 0.308
O 1.395 -0.137 1.202 -0.607
H 1.712 -0.167 2.100 0.291
H 0.514 -0.534 1.248 0.301
O -0.973 -0.535 6.361 -0.640
H -1.260 0.102 7.022 0.324
H -0.822 -0.002 5.551 0.316
```

Output
- max |F| (hartree/bohr) = 0.0491
- relative energy (zero: lowest compared OMol25 entry of this formula, charge and spin) (eV) = 1.5991
- net charge = 0
- SMILES = C=CO.O.O.O.O
- multiplicity = 1
- frontier orbital gap (eV) = 9.477
- energy (eV) = -12504.583